Entry 1:
Molecular formula: C5H10O2
Method: DFT, ωB97M-V/def2-TZVPD

Last column: natural (NBO) charge in e.
Element x y z (Å)
C: -2.415 -0.751 -0.328  -0.609
C: -1.414 0.402 -0.533  -0.407
C: -0.140 0.232 0.373  0.057
O: 0.465 -1.018 0.126  -0.766
C: 1.133 1.035 0.070  -0.329
C: 2.977 0.016 0.310  0.368
O: 2.854 -1.124 0.705  -0.551
H: -3.258 -0.689 -1.032  0.209
H: -1.914 -1.709 -0.483  0.228
H: -2.842 -0.749 0.683  0.200
H: -1.103 0.414 -1.584  0.199
H: -1.940 1.357 -0.349  0.202
H: -0.521 0.348 1.416  0.151
H: 1.423 -1.123 0.526  0.486
H: 1.434 1.759 0.801  0.195
H: 1.174 1.325 -0.976  0.209
H: 4.088 0.275 0.274  0.159

Properties
- Strongest force on any atom: 2.418 eV Å⁻¹
- Multiplicity: 1
- Charge: 0
- Molar mass: 102.1 g/mol
- Frontier orbital gap: 0.35668 hartree
- Calculated total energy: -9438.3721 eV
- E_HOMO: -0.3344 Ha
- Energy relative to the best compared isomer or geometry (same formula, charge and spin): 4.6709 eV


Entry 2:
Molecular formula: C40H50AsBrClNO6P2S2Si3Ti
Method: DFT, ωB97M-V/def2-TZVPD

Last column: Löwdin charge in e.
Element x y z (Å)
Ti: 0.817 -1.136 0.228  0.788
S: -0.775 -2.068 2.350  0.356
P: -0.044 -0.313 2.972  0.396
C: 0.574 0.571 1.679  -0.614
P: 0.116 2.157 1.293  0.375
S: -1.493 2.598 0.200  0.198
C: 1.586 2.967 0.520  -0.356
C: 2.864 2.487 0.789  -0.109
C: 3.987 3.127 0.280  -0.092
C: 3.839 4.262 -0.504  -0.110
C: 2.566 4.754 -0.770  -0.098
C: 1.448 4.111 -0.258  -0.128
C: 0.075 3.226 2.808  -0.314
C: -1.015 4.032 3.106  -0.112
C: -1.000 4.849 4.230  -0.100
C: 0.109 4.878 5.061  -0.114
C: 1.207 4.079 4.766  -0.094
C: 1.186 3.259 3.649  -0.087
C: 1.239 -0.699 4.225  -0.336
C: 0.960 -1.564 5.281  -0.105
C: 1.925 -1.836 6.237  -0.097
C: 3.187 -1.259 6.137  -0.106
C: 3.478 -0.419 5.074  -0.079
C: 2.503 -0.139 4.126  -0.085
C: -1.298 0.561 3.977  -0.317
C: -1.041 1.113 5.228  -0.086
C: -2.040 1.788 5.915  -0.099
C: -3.301 1.924 5.352  -0.107
C: -3.560 1.385 4.098  -0.084
C: -2.566 0.703 3.417  -0.097
H: 2.956 1.594 1.398  0.079
H: 4.974 2.733 0.491  0.099
H: 4.711 4.762 -0.909  0.089
H: 2.444 5.638 -1.385  0.093
H: 0.448 4.466 -0.478  0.068
H: -1.870 4.003 2.441  0.051
H: -1.866 5.460 4.459  0.094
H: 0.118 5.515 5.938  0.088
H: 2.080 4.089 5.410  0.095
H: 2.039 2.632 3.427  0.087
H: -0.014 -2.036 5.333  0.097
H: 1.701 -2.513 7.053  0.092
H: 3.946 -1.485 6.876  0.090
H: 4.470 0.003 4.970  0.098
H: 2.716 0.485 3.267  0.074
H: -0.057 1.017 5.670  0.103
H: -1.825 2.223 6.884  0.096
H: -4.078 2.460 5.884  0.091
H: -4.537 1.500 3.646  0.100
H: -2.758 0.283 2.437  0.083
O: 1.845 -5.147 0.157  -0.453
Cl: 0.838 -4.096 0.029  0.814
O: -0.343 -4.644 -0.639  -0.473
O: 1.422 -3.036 -0.918  -0.555
O: -0.615 -1.173 -0.837  -0.772
Br: 0.825 1.348 -2.426  0.906
C: 2.456 0.562 -1.964  -0.678
C: 3.589 0.875 -2.695  -0.098
C: 4.799 0.361 -2.267  -0.047
C: 4.844 -0.418 -1.124  0.005
C: 3.659 -0.701 -0.472  -0.157
N: 2.476 -0.241 -0.908  0.027
C: 3.662 -1.527 0.823  -0.597
O: 4.757 -1.836 1.274  0.043
O: 2.511 -1.750 1.312  -0.141
H: 3.503 1.519 -3.557  0.101
H: 5.706 0.590 -2.813  0.106
H: 5.755 -0.824 -0.709  0.117
C: -3.494 -0.642 -5.938  -0.248
Si: -2.169 -0.209 -4.625  0.306
C: -2.867 1.337 -3.787  -0.253
C: -0.731 0.387 -5.711  -0.250
As: -1.392 -1.530 -2.665  0.856
Si: -3.427 -2.140 -1.658  0.315
C: -4.727 -2.644 -2.928  -0.235
C: -3.976 -0.607 -0.730  -0.207
C: -3.224 -3.526 -0.433  -0.222
Si: -0.256 -3.165 -4.010  0.334
C: 0.156 -4.930 -3.544  -0.225
C: 1.379 -2.296 -4.338  -0.223
C: -1.216 -3.385 -5.640  -0.254
H: -3.783 0.283 -6.456  0.010
H: -4.396 -1.078 -5.507  -0.008
H: -3.104 -1.338 -6.684  0.001
H: -2.938 2.159 -4.508  0.019
H: -2.261 1.667 -2.940  -0.014
H: -3.874 1.147 -3.407  0.014
H: -1.120 1.158 -6.386  0.019
H: -0.317 -0.415 -6.325  0.005
H: 0.078 0.827 -5.130  -0.038
H: -5.059 -1.796 -3.527  -0.001
H: -5.601 -3.047 -2.402  0.016
H: -4.347 -3.416 -3.598  0.016
H: -3.709 0.324 -1.231  -0.002
H: -3.468 -0.598 0.237  0.014
H: -5.058 -0.624 -0.562  0.025
H: -3.024 -4.487 -0.907  0.024
H: -4.148 -3.595 0.153  0.029
H: -2.401 -3.303 0.243  -0.024
H: 0.871 -5.020 -2.734  0.001
H: 0.589 -5.347 -4.462  0.021
H: -0.732 -5.507 -3.285  0.027
H: 2.008 -2.411 -3.451  0.016
H: 1.249 -1.232 -4.545  -0.006
H: 1.889 -2.760 -5.189  0.026
H: -2.293 -3.404 -5.479  0.003
H: -0.924 -4.339 -6.098  0.010
H: -1.000 -2.591 -6.358  0.000

Properties
- Strongest force on any atom: 6.044 eV Å⁻¹
- Multiplicity: 1
- Charge: -2
- Molar mass: 1089.3 g/mol
- Frontier orbital gap (alpha / beta): 0.16829 / 0.16731 hartree
- Calculated total energy: -286469.5755 eV
- E_HOMO (alpha / beta): -0.0205 / -0.0196 Ha
- Energy relative to the best compared isomer or geometry (same formula, charge and spin): 4.2949 eV


Entry 3:
Molecular formula: C6H26CaN12O8
Method: DFT, ωB97M-V/def2-TZVPD

Last column: Löwdin spin population.
Element x y z (Å)
Ca: -11.389 -18.307 19.487  0.080
O: -13.331 -18.395 18.513  0.001
H: -14.271 -18.574 18.710  0.000
O: -10.796 -17.864 17.318  0.001
H: -9.860 -18.050 17.106  0.000
C: -13.232 -16.903 22.037  0.043
O: -12.701 -17.007 20.938  0.011
N: -14.402 -16.553 22.241  0.016
N: -12.719 -16.962 23.201  0.061
H: -14.862 -16.551 23.140  0.023
H: -14.918 -16.056 21.529  0.004
H: -13.398 -16.625 23.869  0.058
H: -11.734 -16.830 23.378  0.080
C: -12.049 -21.340 18.457  0.001
O: -11.114 -20.502 18.617  0.001
N: -12.764 -21.425 17.383  0.000
N: -12.492 -22.300 19.288  0.001
H: -13.574 -22.020 17.480  0.000
H: -12.783 -20.678 16.703  0.000
H: -12.806 -23.111 18.774  0.000
H: -12.297 -22.375 20.276  0.001
C: -7.912 -19.539 20.727  0.020
O: -8.931 -19.101 20.407  0.009
N: -7.044 -18.784 21.328  0.020
N: -7.471 -20.792 20.666  0.007
H: -6.298 -19.365 21.683  0.013
H: -7.348 -17.841 21.524  0.016
H: -6.607 -21.143 21.055  0.006
H: -8.083 -21.575 20.487  0.003
C: -8.950 -16.082 20.982  0.042
O: -9.888 -16.600 20.375  0.016
N: -8.804 -16.073 22.250  0.076
N: -7.982 -15.442 20.417  0.015
H: -9.455 -16.574 22.837  0.091
H: -7.996 -15.594 22.622  0.073
H: -7.228 -15.098 20.993  0.028
H: -7.890 -15.723 19.451  0.003
C: -11.899 -14.579 18.734  0.002
O: -12.022 -15.721 18.303  0.000
N: -12.256 -13.587 18.056  0.001
N: -11.694 -14.223 19.942  0.005
H: -12.641 -13.867 17.166  0.000
H: -12.477 -12.663 18.401  0.000
H: -11.465 -14.873 20.680  0.007
H: -11.941 -13.274 20.187  0.008
C: -11.401 -20.347 22.377  0.036
O: -11.679 -19.822 21.316  0.006
N: -10.748 -21.413 22.493  0.012
N: -11.810 -19.963 23.520  0.042
H: -10.707 -21.947 23.348  0.016
H: -10.240 -21.760 21.692  0.003
H: -11.835 -20.628 24.280  0.026
H: -12.404 -19.147 23.539  0.016

Properties
- Strongest force on any atom: 11.688 eV Å⁻¹
- Multiplicity: 2
- Charge: -1
- Molar mass: 434.4 g/mol
- Frontier orbital gap (alpha / beta): 0.09232 / 0.17235 hartree
- Calculated total energy: -59344.5996 eV
- E_HOMO (alpha / beta): 0.0030 / -0.0795 Ha
- Expectation value of S²: 0.750


Entry 4:
Molecular formula: C20H17Br6N3O6
Method: DFT, ωB97M-V/def2-TZVPD

Last column: natural (NBO) charge in e.
Element x y z (Å)
C: 2.947 -7.858 -1.602  -0.468
Br: 3.673 -9.298 -2.752  0.072
Br: 1.638 -8.548 -0.345  0.112
Br: 2.289 -6.361 -2.721  0.060
H: 3.794 -7.385 -1.106  0.223
C: 1.384 0.034 -0.732  -0.430
Br: 3.359 -0.195 -0.518  0.080
Br: 0.743 1.684 -1.636  0.089
Br: 0.612 0.067 1.137  0.041
H: 0.984 -0.862 -1.206  0.221
C: -3.930 -1.646 -2.959  -0.171
C: -3.995 -2.243 -1.703  -0.216
C: -3.771 -3.612 -1.537  -0.180
C: -3.733 -4.422 -2.690  0.033
C: -3.771 -3.789 -4.001  -0.177
C: -3.848 -2.430 -4.115  -0.220
N: -3.743 -5.871 -2.587  0.515
O: -4.096 -6.378 -1.541  -0.357
O: -3.320 -6.460 -3.595  -0.382
H: -4.101 -0.585 -3.067  0.220
H: -3.982 -1.613 -0.825  0.224
H: -3.675 -4.081 -0.569  0.245
H: -3.681 -4.323 -4.935  0.244
H: -3.797 -1.952 -5.082  0.223
C: 7.501 5.925 -3.679  -0.171
C: 8.241 7.035 -3.339  -0.216
C: 9.482 6.832 -2.738  -0.194
C: 9.985 5.607 -2.367  0.033
C: 9.185 4.452 -2.600  -0.192
C: 7.928 4.631 -3.220  -0.208
N: 11.329 5.505 -1.637  0.528
O: 12.042 6.471 -1.380  -0.381
O: 11.662 4.423 -1.228  -0.360
H: 6.531 5.975 -4.151  0.220
H: 7.985 8.033 -3.663  0.228
H: 10.149 7.664 -2.566  0.244
H: 9.421 3.428 -2.349  0.247
H: 7.307 3.788 -3.485  0.222
C: -5.977 0.124 7.950  -0.179
C: -7.286 0.536 8.056  -0.209
C: -7.991 0.874 6.888  -0.185
C: -7.310 0.849 5.646  0.028
C: -5.963 0.465 5.571  -0.190
C: -5.313 0.107 6.742  -0.211
N: -8.058 1.230 4.394  0.530
O: -9.198 1.551 4.513  -0.352
O: -7.528 1.150 3.281  -0.396
H: -5.440 -0.169 8.840  0.219
H: -7.802 0.442 9.001  0.225
H: -9.065 0.986 6.920  0.247
H: -5.495 0.485 4.598  0.249
H: -4.304 -0.273 6.689  0.224

Properties
- Strongest force on any atom: 2.862 eV Å⁻¹
- Multiplicity: 1
- Charge: 0
- Molar mass: 874.8 g/mol
- Frontier orbital gap: 0.34273 hartree
- Calculated total energy: -458015.2924 eV
- E_HOMO: -0.3699 Ha
- Energy relative to the best compared isomer or geometry (same formula, charge and spin): 1.4684 eV